An isolated molecule of C27H45ClFNO9S. Source: the OMol25 dataset; level of theory: ωB97M-V/def2-TZVPD.

XYZ file:
```
85
Properties=species:S:1:pos:R:3:forces:R:3
Cl -1.809 3.246 0.641 0.0 0.0 0.0
S 4.383 3.450 -1.069 0.1 -0.1 0.1
F -4.331 -2.789 1.308 0.1 0.0 -0.1
O 0.820 2.338 -0.391 -0.4 0.1 0.0
O -0.633 0.650 -4.663 0.1 0.2 -0.3
O 1.801 5.521 -3.037 0.3 -0.5 0.4
O -0.046 4.803 -4.093 -0.1 -0.3 -0.6
O -4.116 0.968 1.910 0.1 0.1 0.0
O -4.822 -2.250 -0.768 -0.4 -0.1 -0.4
O 0.243 -4.489 -1.357 -0.1 0.0 -0.1
O -2.136 0.967 -0.644 -0.2 0.1 0.2
O -0.534 -0.988 -6.179 -0.4 -0.2 -0.4
N 2.069 2.642 -2.331 -0.7 -0.1 0.3
C -0.903 -4.844 0.786 -0.1 0.2 0.1
C -4.337 1.053 0.519 -0.1 0.1 -0.1
C -0.211 1.788 -2.607 -0.2 0.0 -0.4
C 0.369 1.418 -3.967 -0.2 -0.2 0.3
C 2.161 1.367 1.923 0.1 -0.1 0.2
C -5.004 0.147 2.651 0.0 0.0 0.1
C 0.242 4.162 -1.812 -0.3 0.3 0.2
C 1.598 -1.462 4.129 0.0 -0.2 -0.2
C 0.126 1.298 0.302 0.2 -0.1 0.3
C -3.336 0.258 -0.317 -0.2 -0.3 -0.1
C -0.951 -4.247 -0.628 0.1 0.0 0.1
C 2.554 1.374 3.418 0.0 -0.1 -0.1
C 1.735 -0.321 -0.993 0.0 -0.2 -0.1
C 1.767 -2.846 -0.365 0.2 -0.2 0.0
C 1.019 -3.334 -1.603 0.1 -0.1 0.1
C 0.648 1.439 1.749 0.0 0.2 0.0
C 0.626 4.833 -3.109 0.1 0.2 0.3
C 0.429 -0.140 -0.197 0.1 -0.1 0.0
C 3.509 0.244 3.816 0.0 0.0 -0.1
C -0.224 -0.547 -5.125 0.2 0.0 0.4
C 3.053 2.989 -1.747 0.7 0.3 0.1
C 0.689 2.688 -1.747 0.2 -0.2 -0.6
C 2.991 -1.174 3.551 0.0 -0.1 0.1
C -2.983 -1.111 0.286 -0.1 0.0 -0.1
C 2.562 -1.570 -0.630 -0.1 0.1 -0.2
C -1.414 1.498 0.419 -0.1 -0.3 0.0
C -4.141 -2.069 0.171 0.5 0.1 0.5
H -0.479 0.862 -2.101 0.2 0.3 -0.1
H 3.707 -1.881 3.984 0.0 0.1 0.0
H -1.211 -4.105 1.533 0.0 -0.1 0.0
H 3.213 -1.341 0.219 -0.1 -0.1 0.0
H -5.351 0.727 0.253 0.1 -0.1 0.1
H -1.149 2.314 -2.802 0.0 -0.1 0.1
H 0.816 -1.278 3.384 0.0 0.2 0.1
H 0.118 -5.140 1.029 -0.1 0.0 -0.1
H 1.651 1.298 4.035 0.1 0.1 0.0
H 1.485 -0.387 -2.059 0.0 0.1 0.2
H 3.731 0.327 4.886 0.0 0.1 -0.1
H 1.274 0.813 -3.856 0.0 0.2 -0.1
H -4.579 -0.848 2.825 -0.1 0.1 -0.1
H 0.383 -2.541 -2.026 0.0 0.0 0.0
H 0.663 4.696 -0.958 0.1 -0.1 -0.1
H 3.232 -1.765 -1.477 0.1 0.0 0.1
H -1.779 -4.677 -1.199 0.0 0.1 0.0
H 4.465 0.371 3.294 -0.1 0.0 0.0
H 0.581 2.289 -4.585 0.1 0.0 0.1
H -1.725 1.039 1.360 0.0 0.0 -0.1
H 0.441 -0.783 0.689 0.0 0.1 0.0
H 2.631 2.215 1.423 0.0 -0.1 -0.1
H 2.981 -1.394 2.478 0.0 0.0 0.1
H -3.812 0.057 -1.280 0.2 0.2 0.0
H 2.367 5.284 -3.784 -0.3 0.4 -0.3
H 0.400 -1.116 -4.407 0.1 0.2 0.0
H -5.165 0.622 3.620 0.0 0.0 -0.1
H -2.640 -1.047 1.318 0.0 0.0 -0.1
H -5.971 0.055 2.147 0.1 -0.1 0.0
H -1.563 -5.705 0.894 0.1 0.0 0.0
H -2.198 -1.535 -0.350 0.0 0.0 0.2
H 2.377 0.554 -0.895 -0.1 -0.1 0.1
H 1.382 -0.857 5.013 0.0 -0.1 0.0
H -0.402 -0.503 -0.808 0.1 0.0 0.1
H 2.467 -3.643 -0.088 -0.1 0.1 0.1
H 1.752 -3.628 -2.361 -0.1 0.1 0.0
H 1.084 -2.741 0.485 0.0 0.1 -0.1
H -1.114 -3.163 -0.564 0.0 -0.2 -0.1
H 3.031 2.328 3.656 -0.1 0.0 0.1
H 0.292 2.390 2.159 0.0 0.0 0.0
H -0.844 4.193 -1.732 0.1 0.0 0.0
H -4.255 2.106 0.238 0.0 -0.1 0.0
H 1.506 -2.517 4.398 0.0 0.1 0.1
H 0.186 0.642 2.345 0.0 0.1 -0.1
H 2.556 0.455 1.466 -0.1 0.1 -0.1
```
Forces are in eV/Å.

Its LUMO energy is 0.311 eV. The SMILES is CCCCCC[C@](CCCCCOCC)(O[C@@](CCOC=O)(CC(=O)O)N=C=S)[C@@H](Cl)O[C@H](COC)CC(=O)F. Its total energy is -2745.92365 hartree. For the highest occupied orbital energy, the calculation gives -9.7 eV. The value obtained for the orbital gap is 10.01 eV.

Listed below, in e, are the Löwdin charges computed for each atom:
1. Cl 0.770
2. S 0.766
3. F 0.085
4. O -0.054
5. O -0.018
6. O 0.085
7. O 0.142
8. O -0.188
9. O 0.192
10. O -0.145
11. O -0.134
12. O 0.116
13. N 0.127
14. C -0.059
15. C -0.167
16. C -0.057
17. C -0.157
18. C -0.158
19. C -0.080
20. C -0.027
21. C -0.098
22. C -0.405
23. C -0.256
24. C -0.255
25. C -0.192
26. C -0.158
27. C -0.180
28. C -0.222
29. C -0.131
30. C -0.506
31. C -0.095
32. C -0.219
33. C -0.362
34. C -0.784
35. C -0.408
36. C -0.254
37. C -0.026
38. C -0.179
39. C -0.578
40. C -0.454
41. H 0.098
42. H 0.104
43. H 0.065
44. H 0.093
45. H 0.135
46. H 0.139
47. H 0.051
48. H 0.077
49. H 0.102
50. H 0.093
51. H 0.110
52. H 0.108
53. H 0.077
54. H 0.112
55. H 0.140
56. H 0.119
57. H 0.123
58. H 0.113
59. H 0.127
60. H 0.110
61. H 0.116
62. H 0.101
63. H 0.076
64. H 0.164
65. H 0.127
66. H 0.140
67. H 0.092
68. H 0.130
69. H 0.096
70. H 0.071
71. H 0.108
72. H 0.097
73. H 0.076
74. H 0.091
75. H 0.125
76. H 0.133
77. H 0.098
78. H 0.079
79. H 0.110
80. H 0.117
81. H 0.099
82. H 0.110
83. H 0.069
84. H 0.112
85. H 0.091


A cluster of 2 separate species, C7H15NO4PS in total. Source: the OMol25 dataset; level of theory: ωB97M-V/def2-TZVPD.

XYZ file:
```
29
Properties=species:S:1:pos:R:3:forces:R:3
S 0.510 1.465 0.222 -1.0 -0.3 0.9
P 4.220 0.168 0.056 -1.3 -0.9 2.1
O 4.916 1.190 -0.708 1.3 1.4 -0.8
O 4.753 0.224 1.729 0.7 0.1 -2.0
O 1.760 -2.168 -0.769 -2.0 -0.2 -1.5
O 4.146 -1.255 -0.435 0.3 -0.2 0.4
N 0.805 -1.045 1.419 -0.3 -0.5 1.0
C -3.080 0.385 -0.964 -0.5 -1.5 -2.3
C 0.691 -0.285 0.274 1.1 1.1 -1.6
C 0.979 -1.033 -1.060 -1.1 1.6 0.9
C -2.179 0.858 1.171 1.9 -3.6 0.7
C -1.732 1.058 -1.288 -4.0 4.0 -0.7
C -1.488 1.684 0.110 3.6 -2.3 -0.6
C -2.850 -0.289 0.363 6.2 -0.8 -2.5
H -3.024 1.258 1.675 -0.2 1.3 0.8
H -3.926 1.048 -0.695 0.4 0.3 -1.1
H -3.326 -0.314 -1.866 -0.2 1.0 1.7
H -1.836 1.805 -2.239 0.2 -1.2 2.5
H -3.692 -0.659 0.738 -3.3 -1.7 1.9
H 1.703 -1.022 1.899 -0.1 0.6 0.0
H 4.025 0.063 2.310 -0.8 -0.2 0.4
H 1.293 -0.213 -1.815 0.3 -1.6 1.0
H -1.596 2.692 0.296 -0.3 2.3 -0.3
H -1.019 0.394 -1.638 1.3 -1.4 0.0
H -1.361 0.354 1.906 -2.2 1.5 -1.3
H -2.046 -1.167 0.147 -1.8 1.7 0.8
H 0.748 -2.020 1.145 -0.1 -0.1 -0.1
H 2.675 -1.901 -0.611 1.2 0.6 0.1
H -0.070 -1.274 -1.375 0.9 -0.9 -0.3
```
Forces are in eV/Å.

Its LUMO energy (spin up / spin down) is 2.944 / 2.892 eV. As for the total charge: -1. Its total energy is -1370.96651 hartree. For the highest occupied orbital energy (spin up / spin down), the calculation gives -3.9 / -3.2 eV. The calculation puts the energy above the lowest of the compared OMol25 structures with the same formula, charge and spin at 528.7 kJ/mol. The value obtained for the orbital gap (spin up / spin down) is 6.85 / 6.12 eV.

Listed below, in e, are the Löwdin charges computed for each atom:
1. S 0.839
2. P 0.418
3. O -0.390
4. O -0.274
5. O -0.107
6. O -0.402
7. N 0.023
8. C -0.241
9. C -0.690
10. C -0.304
11. C -0.211
12. C -0.227
13. C -0.444
14. C -0.219
15. H 0.085
16. H 0.113
17. H 0.133
18. H 0.156
19. H 0.045
20. H 0.076
21. H -0.023
22. H 0.128
23. H 0.056
24. H 0.018
25. H 0.133
26. H 0.152
27. H 0.079
28. H -0.016
29. H 0.092